Record 1
The following is a DFT calculation (wB97M-V/def2-TZVPD) of a structure of composition C33H29IN6O3S2Ti.

```
75
Properties=species:S:1:pos:R:3:forces:R:3
Ti 0.121925 -0.545027 0.162256 -0.1 -0.5 0.1
C 1.351923 -4.837811 -0.499549 0.0 0.0 0.0
C 2.223732 -3.834940 -1.185534 0.1 0.0 -0.1
N 3.362941 -4.231777 -1.714825 -0.1 -0.1 0.1
C 4.150531 -3.342434 -2.333376 0.1 0.1 -0.1
C 3.845645 -2.007667 -2.469941 -0.1 -0.1 0.0
C 4.825468 -1.065264 -3.110207 0.0 0.1 0.0
O 5.283928 -0.077282 -2.177303 0.0 0.0 0.0
C 2.629317 -1.554701 -1.910394 0.0 0.0 0.0
C 2.297026 -0.143979 -2.015965 0.0 -0.1 0.1
N 1.396103 0.498332 -1.351598 0.0 0.1 -0.1
C 1.485943 1.928487 -1.496975 0.0 -0.2 0.0
C 2.717953 2.522034 -1.218709 0.0 0.2 0.0
C 2.900989 3.889054 -1.365030 0.0 -0.1 0.0
C 1.846029 4.676292 -1.797063 0.0 0.0 0.0
C 0.617656 4.095290 -2.063942 -0.1 0.0 0.0
C 0.421655 2.727341 -1.910992 0.3 0.1 0.1
I -1.440675 1.952769 -2.367470 -0.1 -0.1 0.0
C 1.816457 -2.479985 -1.251656 -0.1 0.1 -0.1
O 0.669814 -2.123814 -0.703037 0.1 0.2 0.1
H 1.915100 -5.754756 -0.347718 0.0 0.0 0.0
H 0.472857 -5.060882 -1.107918 0.0 0.0 0.0
H 0.984214 -4.455723 0.453431 0.0 0.0 0.0
H 5.079484 -3.733413 -2.735135 0.0 0.0 0.0
H 4.379565 -0.516508 -3.941012 0.0 0.0 0.0
H 5.663057 -1.631473 -3.520041 0.0 0.0 0.0
H 6.038901 -0.439704 -1.704134 0.0 0.0 0.0
H 2.925450 0.424491 -2.696752 0.0 0.1 0.0
H 3.548376 1.900227 -0.908846 0.0 0.0 0.0
H 3.868139 4.326109 -1.156071 0.0 0.0 0.0
H 1.976148 5.741577 -1.934522 0.0 0.0 0.0
H -0.205001 4.708418 -2.406800 0.0 0.0 0.0
N -4.008652 -1.838180 1.430989 0.1 0.0 0.0
C -2.709117 -1.555889 1.238354 -0.3 0.1 0.1
S -2.279425 -0.883112 -0.300088 0.1 0.3 0.0
N -1.913868 -1.788920 2.268646 0.1 0.0 -0.1
N -0.623024 -1.488408 1.990961 0.1 -0.1 0.0
C 0.262585 -1.851652 2.845051 0.0 0.1 0.0
C 1.669830 -1.522683 2.608209 -0.3 0.1 0.1
C 2.650006 -1.902253 3.512438 0.1 0.0 -0.1
C 3.967783 -1.560498 3.248147 -0.1 -0.1 0.1
C 4.257544 -0.842554 2.102285 0.0 0.1 -0.1
C 3.216471 -0.489862 1.256636 0.0 0.0 0.1
N 1.948963 -0.815920 1.496314 0.1 0.0 -0.1
H -4.663415 -1.743190 0.677023 0.0 0.0 0.0
H -4.284986 -2.302788 2.279257 0.0 0.0 0.0
H -0.033955 -2.377988 3.747386 0.0 0.0 0.0
H 2.381433 -2.458443 4.399477 0.0 0.0 0.0
H 4.752215 -1.853880 3.933096 0.0 0.0 0.0
H 5.268924 -0.555546 1.852519 0.0 0.0 0.0
H 3.407320 0.080797 0.357906 0.0 0.0 0.0
O 0.006980 1.287332 1.065210 0.0 0.1 0.1
S -0.845625 1.779414 2.243871 0.0 0.0 -0.3
C -0.686299 3.548058 2.165143 -0.1 -0.1 0.1
C 0.315082 4.143138 1.418117 0.0 0.0 0.0
C 0.400141 5.527851 1.420521 0.0 0.0 0.0
C -0.499621 6.286988 2.154401 0.0 0.0 0.0
C -1.503845 5.670648 2.889690 0.0 0.0 0.0
C -1.606056 4.289640 2.893879 0.0 0.0 0.0
C 0.131182 1.428668 3.678371 0.0 0.0 0.1
C -0.486371 0.722412 4.698197 0.1 0.0 0.0
C 0.249027 0.417244 5.838637 0.0 0.0 0.0
C 1.573838 0.811182 5.931114 0.0 0.0 0.0
C 2.182307 1.511160 4.892051 0.0 0.0 0.0
C 1.461377 1.828376 3.756293 -0.1 0.0 0.0
H 1.001097 3.539633 0.838375 0.0 0.0 0.0
H 1.172573 6.013615 0.839863 0.0 0.0 0.0
H -0.426168 7.366129 2.146753 0.0 0.0 0.0
H -2.212455 6.263745 3.451094 0.0 0.0 0.0
H -2.393997 3.799227 3.453144 0.0 0.0 0.0
H -1.514918 0.398478 4.595714 0.0 0.0 0.0
H -0.216382 -0.126778 6.649430 0.0 0.0 0.0
H 2.141129 0.576047 6.822245 0.0 0.0 0.0
H 3.217041 1.816274 4.975572 0.0 0.0 0.0
H 1.914582 2.380506 2.942139 0.0 0.0 0.0
```
Positions in Å, forces in eV/Å.

As for the spin multiplicity: 2. The charge is +1. The HOMO-LUMO gap (alpha / beta) is 7.120 / 7.379 eV. The value obtained for the total energy is -3772.672936 Ha.

Record 2
The following is a DFT calculation (wB97M-V/def2-TZVPD) of a structure of composition C33H29N3O3PbSSi.

```
71
Properties=species:S:1:pos:R:3:forces:R:3
Pb 0.076322 0.975585 0.123505 -0.2 0.0 -0.2
C -0.739038 0.514779 4.456428 0.3 -0.2 0.0
O 0.541981 0.905551 4.946480 0.0 0.3 -0.1
C 1.673112 0.698670 4.201473 -0.1 -0.2 0.0
C 2.791086 0.324302 4.919558 0.0 -0.1 0.0
C 4.017898 0.095875 4.298158 0.0 0.0 0.0
C 4.104302 0.223599 2.934269 0.0 0.0 0.0
C 2.990287 0.613492 2.172935 0.1 0.0 -0.1
C 3.205431 0.668972 0.742423 0.0 0.0 0.0
N 2.331539 0.867556 -0.175932 0.1 0.0 0.0
N 2.779901 0.762558 -1.482921 -0.1 0.1 0.1
C 1.795462 0.797199 -2.343371 0.0 0.0 -0.1
O 0.538819 0.900194 -2.067738 0.1 -0.1 0.0
C 2.166835 0.699341 -3.784431 0.0 0.0 0.0
C 3.497785 0.757629 -4.189560 0.0 0.0 0.0
C 3.818630 0.662074 -5.533714 0.0 0.0 0.0
C 2.815490 0.505234 -6.481868 0.0 0.0 0.0
C 1.488597 0.447105 -6.080819 0.0 0.0 0.0
C 1.164344 0.546475 -4.735857 0.0 0.0 0.0
C 1.757988 0.909749 2.799747 -0.2 0.1 0.1
O 0.734492 1.434502 2.155443 0.1 -0.2 0.2
H -1.381844 0.471491 5.334090 0.0 0.0 0.0
H -0.694594 -0.476259 3.995523 0.0 0.0 0.0
H -1.136486 1.225027 3.739032 0.0 0.1 -0.1
H 2.680433 0.205980 5.990055 0.0 0.0 0.0
H 4.878997 -0.193956 4.883815 0.0 0.0 0.0
H 5.038214 0.023694 2.422683 0.0 0.0 0.0
H 4.217866 0.468388 0.392305 0.0 0.0 0.0
H 4.268453 0.876268 -3.441234 0.0 0.0 0.0
H 4.854574 0.710465 -5.843907 0.0 0.0 0.0
H 3.069199 0.429433 -7.531585 0.0 0.0 0.0
H 0.704483 0.324745 -6.816928 0.0 0.0 0.0
H 0.135429 0.506830 -4.405935 0.0 0.0 0.0
S -4.608987 2.692997 -0.020120 0.0 0.0 0.0
C -4.933105 0.990298 0.031015 -0.1 0.0 0.0
C -6.161731 0.336225 0.044392 0.0 0.0 0.0
C -6.155291 -1.043795 0.082984 0.0 0.0 0.0
C -4.950885 -1.758369 0.106587 0.0 0.0 0.0
C -3.733424 -1.110356 0.093234 0.0 0.0 0.0
C -3.726910 0.283614 0.056245 0.0 0.1 0.0
N -2.599811 1.093282 0.037244 -0.1 -0.1 0.0
C -2.906177 2.346738 -0.002386 0.0 0.0 0.0
C -1.875015 3.399039 -0.033918 0.0 0.1 0.0
C -2.218810 4.747815 -0.085431 0.0 0.0 0.0
C -1.231659 5.718138 -0.116805 0.0 0.0 0.0
C 0.106219 5.352023 -0.095304 0.0 0.0 0.0
C 0.460201 4.009385 -0.039720 -0.1 0.1 0.0
C -0.530489 3.045498 -0.015024 -0.1 -0.2 0.1
H -7.089933 0.890954 0.024400 0.0 0.0 0.0
H -7.094814 -1.579823 0.094153 0.0 0.0 0.0
H -4.975703 -2.839852 0.135384 0.0 0.0 0.0
H -2.798228 -1.652879 0.110891 0.0 0.0 0.0
H -3.261851 5.041788 -0.101336 0.0 0.0 0.0
H -1.507599 6.763297 -0.156266 0.0 0.0 0.0
H 0.877005 6.111258 -0.116605 0.0 0.0 0.0
H 1.505137 3.725314 -0.012523 0.0 0.0 0.0
C 0.895280 -4.676044 1.803112 0.0 0.0 0.1
Si -0.054755 -4.176657 0.283529 0.0 0.0 0.0
C -1.819894 -4.772452 0.343230 -0.1 0.0 0.0
C 0.811368 -4.751237 -1.257230 0.0 0.0 -0.1
C -0.120471 -2.331586 0.253201 -0.1 0.1 0.1
C -0.207821 -1.122619 0.269196 0.1 0.1 0.0
H 0.925038 -5.762173 1.912911 0.0 0.0 0.0
H 0.448174 -4.252532 2.703867 0.0 0.0 0.0
H 1.922507 -4.312409 1.736867 0.0 0.0 0.0
H -1.872997 -5.861307 0.403851 0.0 0.0 0.0
H -2.360101 -4.456226 -0.551782 0.0 0.0 0.0
H -2.331806 -4.358432 1.214582 0.0 0.0 0.0
H 0.843873 -5.842290 -1.298735 0.0 0.0 0.0
H 1.837626 -4.379736 -1.273764 0.0 0.0 0.0
H 0.309838 -4.389428 -2.156036 0.0 0.0 0.0
```
Positions in Å, forces in eV/Å.

The charge is 0. The HOMO-LUMO gap is 7.197 eV. The value obtained for the total energy is -2545.387909 Ha.

Record 3
The following is a DFT calculation (wB97M-V/def2-TZVPD) of a structure of composition C33H29N6O5RuS at a distorted geometry.

```
75
Properties=species:S:1:pos:R:3:forces:R:3
Ru -0.599618 -0.153649 -0.894427 -0.5 -1.5 0.4
O 3.119658 -3.498389 0.997933 0.2 -0.1 0.1
C 1.954492 -4.090344 1.234405 -0.5 0.3 -0.4
C 2.018463 -5.169276 2.207113 0.1 -0.3 0.3
C 0.940845 -5.847475 2.592022 0.0 0.0 0.0
C -0.414666 -5.579648 2.035342 0.0 0.0 0.0
C -0.508417 -4.359566 1.086397 0.0 0.3 0.1
C 0.774640 -3.721239 0.654030 0.0 -0.3 -0.1
C 0.662788 -2.532350 -0.156320 0.9 0.3 0.0
O -0.468860 -2.220521 -0.731025 -0.3 1.1 -0.2
N 1.714024 -1.733873 -0.215924 -0.1 -0.6 0.3
N 1.391513 -0.465623 -0.563271 0.1 0.5 -0.2
C 2.417214 0.327228 -0.832573 -0.2 -0.4 0.1
C 2.402915 1.704839 -0.975667 -0.2 0.1 0.0
C 3.623502 2.376131 -1.266183 0.0 0.1 0.0
C 3.721446 3.727471 -1.284186 0.0 -0.1 0.0
C 2.553585 4.505435 -1.033475 0.0 -0.1 0.0
C 1.378569 3.877117 -0.834999 -0.1 0.3 -0.1
N 1.275682 2.506416 -0.792122 0.4 -0.3 0.1
H 2.922018 -2.686911 0.460390 0.0 0.1 0.0
H 2.999573 -5.376470 2.616491 0.0 0.0 0.0
H 1.022782 -6.633482 3.335153 0.1 0.0 0.0
H -0.825778 -6.508553 1.628680 0.0 0.0 0.0
H -1.159698 -4.533669 0.229465 0.0 -0.1 0.0
H 3.385596 -0.155887 -0.881643 0.0 0.0 0.0
H 4.481927 1.753312 -1.475539 0.0 0.0 0.1
H 4.662958 4.210247 -1.503468 0.0 0.0 0.0
H 2.590546 5.583798 -1.027229 -0.1 0.0 0.0
H 0.457736 4.421452 -0.694259 0.0 0.0 0.0
C -6.133881 0.312967 -2.859266 0.0 0.0 0.2
C -5.576558 1.009380 -1.620122 -0.1 -0.1 -0.2
N -5.203933 0.070872 -0.566404 0.1 0.0 -0.2
C -6.278066 -0.446080 0.275995 0.0 0.1 0.3
C -6.335498 0.202337 1.654226 0.0 0.0 -0.1
C -3.959909 -0.420408 -0.419538 0.3 0.0 0.3
S -2.801282 -0.015712 -1.679310 0.7 0.0 0.0
N -3.718833 -1.227953 0.563979 -0.3 0.0 0.1
C -2.545606 -1.572281 1.125826 -0.2 0.2 -0.2
O -1.553345 -0.818299 1.217047 0.0 -0.1 0.1
C -2.562570 -2.936245 1.731224 0.0 -0.1 0.1
C -3.705968 -3.639704 1.782907 0.2 0.4 0.0
C -3.786602 -4.960366 2.383584 0.0 -0.2 0.2
C -2.744542 -5.512643 3.004192 0.0 0.0 0.0
C -1.397040 -4.875922 3.024761 0.0 0.0 0.0
C -1.282815 -3.560963 2.194585 0.0 0.0 -0.2
H -6.448571 1.052575 -3.596107 0.0 0.0 0.0
H -6.997697 -0.303996 -2.607275 0.0 0.0 0.0
H -5.368474 -0.323882 -3.302342 0.0 0.0 0.0
H -6.320910 1.688757 -1.200012 0.0 0.0 0.0
H -4.703905 1.601016 -1.891295 -0.1 0.1 0.1
H -6.137593 -1.521368 0.386582 0.0 0.0 0.0
H -7.214536 -0.274940 -0.255693 0.0 0.0 0.0
H -5.389502 0.059852 2.173334 0.0 0.0 0.0
H -7.131651 -0.257683 2.241239 0.0 0.0 0.0
H -6.540498 1.271249 1.577133 0.0 0.0 0.0
H -4.613629 -3.195559 1.403039 0.0 0.0 0.0
H -4.741151 -5.471575 2.360763 0.0 0.0 0.0
H -2.838463 -6.474760 3.497618 0.0 0.0 0.0
H -1.016078 -4.826462 4.048577 0.0 0.1 0.0
H -0.636648 -2.814028 2.654504 0.0 0.0 0.0
O -0.856895 2.964386 1.117006 0.0 0.0 -0.2
C -1.020635 2.781006 -0.070633 -0.2 0.2 0.5
N -0.028502 1.975916 -0.858059 -0.6 -0.3 -0.4
C -0.514343 1.931722 -2.288352 0.0 0.9 -0.7
O 0.133292 1.263252 -3.106130 -0.1 -0.1 0.2
C -1.658534 2.756826 -2.332802 0.2 0.1 0.4
C -2.471836 3.106298 -3.426858 -0.1 0.0 -0.1
C -3.530443 3.947737 -3.211041 0.1 -0.1 -0.2
C -3.837636 4.433275 -1.913111 0.0 0.1 0.2
C -3.089020 4.065554 -0.824507 -0.1 0.0 0.0
C -1.980684 3.228638 -1.022035 0.2 -0.1 -0.4
H -2.245082 2.710607 -4.408482 0.0 0.1 0.0
H -4.150234 4.254750 -4.043933 0.0 0.0 0.0
H -4.673658 5.108760 -1.786678 0.0 0.0 0.0
H -3.326299 4.412480 0.173281 0.0 0.0 0.0
```
Positions in Å, forces in eV/Å.

As for the spin multiplicity: 6. The charge is 0. The HOMO-LUMO gap (alpha / beta) is 5.551 / 5.445 eV. The value obtained for the total energy is -2472.568687 Ha.

Record 4
The following is a DFT calculation (wB97M-V/def2-TZVPD) of a structure of composition C33H30AsKN4O6PS2 at a distorted geometry.

```
78
Properties=species:S:1:pos:R:3:forces:R:3
K 0.224526 -5.067935 0.516257 -0.3 1.4 0.9
C 1.916789 -1.077735 6.002983 1.0 0.0 -0.4
N 2.764225 -0.916754 4.793054 0.3 0.5 0.2
C 3.787228 0.073791 4.650490 -1.2 -1.4 1.4
C 4.316759 -0.096197 3.440928 0.7 0.5 -0.9
N 3.656518 -1.144034 2.795725 0.0 -0.8 -0.4
C 2.637358 -1.626402 3.620828 -0.1 0.5 0.1
S 1.421665 -2.655700 3.172887 -0.4 0.0 0.8
C 4.000710 -1.843137 1.571885 0.7 -0.6 -0.5
C 4.557183 -1.212697 0.426711 -1.5 0.1 2.4
C 4.691373 -1.967180 -0.710275 0.0 0.5 -1.0
C 4.318109 -3.306154 -0.762044 0.1 -0.4 -0.5
C 3.809692 -3.833183 0.438741 1.3 -0.3 -0.8
N 3.777048 -3.174802 1.579588 -0.4 1.8 0.3
H 2.253031 -0.392285 6.798168 0.0 -0.1 -0.6
H 1.983168 -2.088167 6.394342 0.2 -0.2 -0.1
H 0.883457 -0.914751 5.775747 -0.6 0.3 -0.3
H 4.048189 0.623455 5.561567 0.0 0.1 -1.0
H 5.066686 0.515761 2.947626 -0.1 -0.4 0.1
H 4.689009 -0.135005 0.470984 0.2 -0.2 -0.3
H 4.968525 -1.378014 -1.584784 0.2 -0.6 -0.1
H 4.473565 -3.914225 -1.714073 -0.6 0.9 1.6
H 3.548475 -4.882301 0.517523 0.0 -0.1 -0.1
N -1.384633 0.796633 -1.932338 -0.3 0.1 -0.8
C -0.546479 1.613747 -2.587827 -0.4 -2.3 1.5
C -0.036745 1.156114 -3.837369 1.7 1.4 -0.9
C 0.715677 2.063376 -4.567832 -0.7 0.1 1.2
C 0.966534 3.372682 -4.061564 0.5 0.9 -2.1
C 0.692960 3.696243 -2.781722 -1.5 -1.5 1.9
C -0.005275 2.746362 -1.941481 0.5 2.1 -2.1
P -0.400404 2.930596 -0.228364 -0.8 -2.3 0.9
C 0.560093 4.279828 0.341814 1.1 1.0 -0.2
C 0.150343 5.534251 0.751460 2.6 -0.4 0.4
C 1.148139 6.396778 1.267706 -1.6 1.2 -0.5
C 2.455189 6.012071 1.346235 2.0 -0.2 1.3
C 2.886941 4.717582 0.977896 -0.2 0.5 0.4
C 1.920446 3.925992 0.410629 0.6 -1.1 -0.9
C -2.107649 3.530781 0.041146 -0.1 1.0 -0.3
C -2.600673 4.525833 -0.824771 -1.6 0.0 1.0
C -3.965278 4.876748 -0.769537 0.3 -0.7 0.0
C -4.792948 4.376133 0.259160 0.3 1.6 -1.6
C -4.197027 3.631351 1.226649 -0.2 -1.7 1.5
C -2.904192 3.096002 1.109583 -0.5 1.6 -1.7
H -1.569660 -0.878847 -2.163436 -0.2 1.2 0.1
H -1.918774 1.358144 -1.290299 -0.2 -0.3 0.6
H -0.183988 0.128939 -4.160922 -0.3 0.2 0.1
H 1.179250 1.849812 -5.498973 0.0 -0.5 -0.9
H 1.281666 4.194406 -4.768392 0.2 -1.1 0.8
H 0.977976 4.618436 -2.339743 0.2 0.9 0.1
H -0.843104 5.810884 0.614281 -1.5 0.6 0.1
H 0.838550 7.441491 1.516905 0.5 -1.0 0.0
H 3.234881 6.651304 1.819126 -0.9 -0.2 -0.4
H 3.912438 4.351204 1.232375 -0.9 0.5 -0.7
H 2.180956 2.995514 -0.145113 0.0 0.4 1.0
H -1.936613 5.119149 -1.431619 0.2 -0.5 -0.7
H -4.398204 5.441950 -1.587914 0.1 0.4 0.2
H -5.846964 4.694753 0.283650 0.6 -0.4 0.2
H -4.814655 3.326438 2.077897 0.3 0.0 -0.2
H -2.527069 2.412366 1.813127 0.4 -0.8 0.8
O -3.901845 -2.052872 -0.329536 1.2 -0.4 -0.6
As -2.333328 -2.739571 -0.978412 -0.8 0.3 -0.7
O -1.946534 -1.775147 -2.407342 -0.5 -1.8 1.1
O -1.145414 -2.812536 0.154423 -0.2 0.2 -0.3
C -3.177028 -4.356663 -1.577365 0.1 0.5 0.4
C -4.205468 -4.229222 -2.493256 -0.7 -1.3 0.0
C -5.056761 -5.332035 -2.708247 -0.3 1.6 -1.2
C -4.815202 -6.523427 -2.056623 -1.1 -1.1 0.5
C -3.904410 -6.645851 -1.043482 1.0 1.6 0.7
C -3.035586 -5.515643 -0.746814 -0.9 -0.7 -2.2
S 0.716580 -6.977093 -1.755932 1.6 1.6 2.5
O -2.096041 -5.631981 0.061635 1.5 -0.5 1.6
O 1.212035 -5.624842 -2.039219 -0.9 -2.0 -0.2
O 1.016072 -7.369086 -0.357714 -0.7 -0.2 -2.8
H -3.687478 -1.484564 0.405422 0.1 0.5 0.5
H -4.346532 -3.316551 -3.042675 -0.1 0.3 0.0
H -5.967049 -5.222728 -3.348937 1.1 -0.2 0.4
H -5.472205 -7.358076 -2.325534 0.2 0.1 0.3
H -3.768811 -7.413541 -0.285711 -0.3 -0.5 -0.7
```
Positions in Å, forces in eV/Å.

The charge is -1. The HOMO-LUMO gap is 2.881 eV. The value obtained for the total energy is -5919.408435 Ha.

Calculated relative energy (zero: lowest compared OMol25 entry of this formula, charge and spin) (kcal per mole), listed in the same order as above: 0.0, 0.0, 114.9, 87.9